Below is one molecule with the formula C20H28N4O3S, with properties calculated with ωB97M-V/def2-TZVPD.

```
56
Properties=species:S:1:pos:R:3:forces:R:3
C -2.1740 1.2070 3.9180 0.0 0.1 -0.3
C -1.8965 1.8889 2.5772 0.0 0.0 0.4
N -2.2979 1.1185 1.4052 -0.1 0.1 -0.2
C -1.4617 -0.0008 1.1556 0.2 -0.1 -0.1
C -1.7690 -1.3033 1.5260 0.1 0.2 0.0
C -0.8835 -2.3377 1.2688 0.0 -0.3 0.0
C 0.3161 -2.0630 0.6460 0.2 -0.3 0.0
C 0.6448 -0.7839 0.2446 0.2 0.1 0.0
C -0.2522 0.2502 0.4732 0.0 -0.4 0.1
N -0.0478 1.5566 0.0338 -0.2 0.2 0.1
C 1.0159 2.0776 -0.6417 -0.1 0.1 0.1
O 2.0151 1.4593 -0.9430 0.1 -0.1 -0.1
C 0.8414 3.5165 -1.0017 0.1 0.4 -0.1
C 0.1240 4.4315 -0.2353 0.1 -0.1 -0.2
C 0.0544 5.7476 -0.6604 0.0 0.0 0.0
C 0.7059 6.0996 -1.8340 -0.2 0.2 0.3
N 1.3985 5.2417 -2.5635 0.2 0.2 -0.5
C 1.4690 3.9911 -2.1551 0.0 -0.5 0.3
H 2.0497 3.3139 -2.7666 0.0 -0.1 0.0
H 0.6807 7.1156 -2.2050 -0.1 0.1 0.0
H -0.4859 6.4862 -0.0888 0.0 0.1 0.0
H -0.3485 4.1376 0.6923 0.0 0.0 0.1
H -0.8749 2.1296 0.1625 0.1 -0.1 -0.1
H 1.5785 -0.5995 -0.2580 0.0 0.1 -0.1
S 1.5071 -3.3814 0.4066 -0.1 0.3 0.1
O 0.7877 -4.6207 0.2796 -0.1 0.2 -0.2
O 2.4683 -3.2734 1.4673 0.2 0.2 -0.2
N 2.2334 -2.9572 -1.0370 -0.5 -0.2 1.0
C 1.6185 -3.5506 -2.2084 -0.6 -0.2 -0.4
C 0.2357 -2.9568 -2.4439 0.2 -0.1 -0.2
H -0.1685 -3.3282 -3.3826 -0.1 0.0 -0.1
H -0.4329 -3.2433 -1.6371 -0.2 0.0 0.0
H 0.2935 -1.8718 -2.4861 0.0 0.1 0.0
H 2.2633 -3.3403 -3.0650 0.0 0.0 0.1
H 1.5282 -4.6369 -2.0864 0.1 0.1 -0.2
C 3.6777 -2.8523 -1.0155 0.6 -0.1 0.3
C 4.3908 -4.2014 -1.0328 -0.1 0.2 0.0
H 4.1723 -4.7479 -1.9477 0.0 -0.1 -0.1
H 5.4653 -4.0535 -0.9624 0.1 0.0 0.0
H 4.0589 -4.7909 -0.1817 0.1 -0.1 0.1
H 3.9817 -2.2379 -1.8687 -0.1 0.0 0.1
H 3.9257 -2.3237 -0.0945 0.2 0.1 -0.2
H -1.1066 -3.3541 1.5509 -0.1 -0.1 0.1
H -2.6989 -1.5158 2.0304 -0.1 0.0 0.0
C -3.7304 0.8992 1.2830 -0.1 0.0 -0.3
C -4.0801 0.4758 -0.1385 -0.1 0.1 0.3
H -3.6227 -0.4809 -0.3777 0.0 -0.1 -0.1
H -5.1578 0.3831 -0.2426 -0.1 -0.1 -0.1
H -3.7224 1.2156 -0.8505 0.0 0.1 -0.1
H -4.1193 0.1571 1.9940 0.0 0.1 0.0
H -4.2146 1.8546 1.5059 0.0 -0.1 0.1
H -0.8221 2.0783 2.5012 -0.1 0.1 0.0
H -2.4229 2.8487 2.5371 0.1 0.0 0.0
H -3.2408 1.0644 4.0710 -0.1 0.0 0.1
H -1.6793 0.2389 3.9544 0.0 -0.1 0.1
H -1.7909 1.8224 4.7275 0.0 0.0 0.1
```
Forces are in eV/Å.

DFT total energy: -1621.8463 Eh
frontier orbital gap: 8.824 eV
LUMO level: 0.22 eV
HOMO: -0.316 Ha
ΔE to the lowest compared entry with this formula, charge and spin: 2.578 eV

Löwdin charges in e: atom 1 (C): -0.07, atom 2 (C): -0.23, atom 3 (N): -0.15, atom 4 (C): -0.19, atom 5 (C): 0.00, atom 6 (C): -0.05, atom 7 (C): -0.27, atom 8 (C): 0.02, atom 9 (C): -0.13, atom 10 (N): 0.15, atom 11 (C): -0.41, atom 12 (O): 0.09, atom 13 (C): -0.11, atom 14 (C): -0.02, atom 15 (C): -0.05, atom 16 (C): -0.14, atom 17 (N): 0.07, atom 18 (C): -0.08, atom 19 (H): 0.12, atom 20 (H): 0.11, atom 21 (H): 0.10, atom 22 (H): 0.11, atom 23 (H): 0.12, atom 24 (H): 0.11, atom 25 (S): 0.67, atom 26 (O): -0.28, atom 27 (O): -0.27, atom 28 (N): -0.26, atom 29 (C): -0.26, atom 30 (C): -0.07, atom 31 (H): 0.08, atom 32 (H): 0.06, atom 33 (H): 0.08, atom 34 (H): 0.13, atom 35 (H): 0.11, atom 36 (C): -0.26, atom 37 (C): -0.07, atom 38 (H): 0.07, atom 39 (H): 0.08, atom 40 (H): 0.07, atom 41 (H): 0.12, atom 42 (H): 0.11, atom 43 (H): 0.12, atom 44 (H): 0.12, atom 45 (C): -0.24, atom 46 (C): -0.07, atom 47 (H): 0.07, atom 48 (H): 0.07, atom 49 (H): 0.08, atom 50 (H): 0.11, atom 51 (H): 0.12, atom 52 (H): 0.11, atom 53 (H): 0.12, atom 54 (H): 0.07, atom 55 (H): 0.07, atom 56 (H): 0.07